# 1
The following is a quantum chemistry calculation of 2 unconnected molecules or ions with the total composition C26H27O in a non-equilibrium geometry, from the OMol25 dataset.

```
! wB97M-V def2-TZVPD RIJCOSX def2/J DEFGRID3
* xyz 1 1
C -1.718 -3.448 0.466
C -2.103 -2.421 -0.568
C -1.995 -1.109 -0.198
C -2.460 -2.801 -1.913
C -2.947 -1.761 -2.904
C -2.271 -4.058 -2.393
H -1.645 -4.454 0.059
H -0.737 -3.195 0.892
H -2.433 -3.446 1.307
H -2.515 -0.314 -0.732
H -1.806 -0.904 0.863
H -3.047 -0.759 -2.487
H -2.278 -1.705 -3.780
H -3.933 -2.067 -3.288
H -2.503 -4.266 -3.436
H -1.940 -4.883 -1.772
C 3.735 -5.038 -0.309
C 2.897 -3.810 -0.497
C 2.542 -3.390 -1.788
C 1.759 -2.263 -1.965
C 1.241 -1.522 -0.860
C 0.273 -0.497 -1.129
C 0.059 0.741 -0.435
C 0.258 0.951 0.955
C -0.351 2.022 1.602
C -1.004 2.997 0.847
O -1.501 4.164 1.423
C -0.608 5.078 2.005
C -0.512 6.330 1.383
C 0.500 7.192 1.790
C 1.344 6.841 2.845
C 1.192 5.615 3.491
C 0.198 4.724 3.091
C -1.159 2.870 -0.548
C -0.552 1.794 -1.180
C 1.680 -1.926 0.425
C 2.469 -3.050 0.599
H 3.939 -5.208 0.750
H 3.214 -5.920 -0.695
H 4.692 -4.981 -0.841
H 2.903 -3.961 -2.644
H 1.486 -1.952 -2.973
H -0.047 -0.473 -2.182
H 0.793 0.238 1.562
H -0.306 2.112 2.679
H -1.198 6.566 0.575
H 0.610 8.149 1.279
H 2.118 7.530 3.173
H 1.833 5.333 4.322
H 0.049 3.772 3.585
H -1.703 3.626 -1.101
H -0.637 1.700 -2.264
H 1.346 -1.399 1.313
H 2.775 -3.364 1.598
*
```

Calculated values
Energy relative to the best compared isomer or geometry (same formula, charge and spin) ... 24.3 kcal/mol
E_LUMO ... -0.1940 hartree
M ... 355.50 Da
Orbital gap ... 6.0 eV

---

# 2
The following is a quantum chemistry calculation of a molecular structure, C26H28AgN2O8, from the OMol25 dataset.

```
! wB97M-V def2-TZVPD RIJCOSX def2/J DEFGRID3
* xyz -1 1
Ag 0.401 -1.103 -0.259
C 3.721 -0.544 -0.559
C 2.688 -0.766 -1.637
C 2.163 0.338 -2.324
C 2.683 1.717 -2.008
C 1.152 0.165 -3.270
C 0.487 1.383 -3.867
C 0.711 -1.124 -3.596
C -0.328 -1.329 -4.674
C 1.228 -2.229 -2.917
C 0.706 -3.620 -3.169
C 2.237 -2.058 -1.955
C 2.842 -3.286 -1.319
H 4.729 -0.455 -0.976
H 3.720 -1.351 0.167
H 3.500 0.366 -0.005
H 2.145 2.135 -1.154
H 2.566 2.390 -2.854
H 3.743 1.689 -1.761
H 1.009 1.756 -4.753
H 0.451 2.189 -3.139
H -0.541 1.172 -4.152
H -1.329 -1.449 -4.253
H -0.112 -2.222 -5.258
H -0.356 -0.493 -5.368
H 1.390 -4.201 -3.795
H -0.263 -3.607 -3.658
H 0.574 -4.145 -2.225
H 2.199 -3.679 -0.529
H 3.823 -3.082 -0.898
H 2.959 -4.077 -2.060
C -2.781 1.266 0.731
C -2.789 -0.208 0.920
N -1.944 -1.051 0.375
C -2.299 -2.303 0.806
C -3.418 -2.212 1.593
N -3.705 -0.872 1.660
C -4.304 -3.165 2.305
O -4.060 -4.437 2.139
O -5.220 -2.723 2.976
C -1.499 -3.523 0.452
O -2.005 -4.627 0.785
O -0.408 -3.361 -0.119
H -1.817 1.556 0.311
H -2.913 1.783 1.683
H -3.582 1.573 0.058
H -4.466 -0.506 2.215
H -3.233 -4.580 1.497
O 1.082 -0.078 1.873
C 0.661 1.035 1.495
O 0.415 1.360 0.308
C 0.386 2.079 2.558
C 0.387 1.719 3.899
C 0.103 2.644 4.908
C -0.174 3.927 4.505
O -0.452 5.028 5.286
C -0.849 6.036 4.366
O -0.447 5.640 3.063
C -0.173 4.290 3.171
C 0.098 3.395 2.171
H 0.614 0.692 4.140
H 0.098 2.369 5.951
H -0.355 6.974 4.626
H -1.942 6.143 4.395
H 0.090 3.658 1.124
*
```

Calculated values
Energy relative to the best compared isomer or geometry (same formula, charge and spin) ... 11.4 kcal/mol
E_LUMO ... 0.0919 hartree
M ... 604.38 Da
Orbital gap ... 8.0 eV

---

# 3
The following is a quantum chemistry calculation of a molecular structure, C26H28BCl2O3 in a non-equilibrium geometry, from the OMol25 dataset.

```
! wB97M-V def2-TZVPD RIJCOSX def2/J DEFGRID3
* xyz 1 1
C -0.135 -7.215 1.497
C 0.613 -6.074 1.999
C 1.696 -5.945 2.842
C 1.939 -4.549 2.974
C 1.026 -3.880 2.158
B 0.402 -2.425 1.971
O 0.604 -1.325 2.756
C 1.184 -0.454 1.734
C 0.299 0.780 1.608
C 2.544 -0.040 2.286
C 1.147 -1.337 0.372
C 0.700 -0.640 -0.905
C 2.437 -2.186 0.182
O 0.046 -2.252 0.645
O 0.189 -4.841 1.592
H -0.228 -7.971 2.285
H -1.133 -6.918 1.155
H 0.393 -7.688 0.658
H 2.241 -6.752 3.329
H 2.700 -4.058 3.572
H 0.782 1.524 0.962
H -0.684 0.516 1.197
H 0.171 1.232 2.599
H 3.180 0.408 1.514
H 2.388 0.721 3.069
H 3.077 -0.890 2.740
H 0.963 0.418 -0.905
H 1.182 -1.104 -1.771
H -0.386 -0.731 -1.029
H 3.347 -1.652 0.469
H 2.438 -3.103 0.784
H 2.513 -2.501 -0.862
Cl 0.559 4.629 -2.708
C 1.547 3.336 -2.185
C 1.902 2.316 -3.083
C 2.721 1.276 -2.653
C 3.125 1.174 -1.301
C 3.826 -0.011 -0.799
C 5.008 0.292 -0.101
C 6.098 -0.521 0.181
C 7.274 -0.017 0.847
C 8.503 -0.714 0.757
C 9.644 -0.255 1.405
C 9.588 0.932 2.158
Cl 10.965 1.460 3.021
C 8.400 1.673 2.221
C 7.263 1.214 1.561
C 2.793 2.242 -0.426
C 2.000 3.304 -0.860
H 1.539 2.354 -4.105
H 3.045 0.509 -3.361
H 3.804 -0.884 -1.461
H 5.132 1.348 0.167
H 6.105 -1.555 -0.178
H 8.549 -1.618 0.149
H 10.579 -0.802 1.349
H 8.370 2.596 2.793
H 6.352 1.809 1.606
H 3.147 2.231 0.610
H 1.733 4.109 -0.175
*
```

Calculated values
Energy relative to the best compared isomer or geometry (same formula, charge and spin) ... 0.0 kcal/mol
E_LUMO ... -0.2251 hartree
M ... 470.22 Da
Orbital gap ... 4.0 eV